Density functional theory data (ωB97M-V/def2-TZVPD) for a cluster of 2 separate species, C2H8N2S in total.

Calculated values
Energy relative to the best compared isomer or geometry (same formula, charge and spin) (kcal per mole): 20.8
Kohn-Sham gap (Ha): 0.256
Multiplicity: 1
Calculated total energy (eV): -16017.894

Each line ends with the Mulliken charge.
CARTESIAN COORDINATES (ANGSTROEM)
C -0.683 0.218 -1.724  -0.736
N -0.963 0.349 -0.297  -0.132
C -0.223 -0.262 0.588  0.173
N -0.377 -0.095 1.890  -0.351
H -0.760 1.195 -2.191  0.294
H -1.394 -0.448 -2.203  0.277
H 0.329 -0.165 -1.838  0.240
H -1.621 1.049 0.016  0.225
H 0.647 -0.845 0.231  0.201
H -0.922 0.676 2.246  0.204
H 0.356 -0.429 2.495  0.254
S 2.678 -0.249 -0.148  -0.658
H 2.932 -0.994 0.937  0.009